Entry 1:
A structure of composition C48H78Br20ClFNO5, computed with ωB97M-V/def2-TZVPD.

As for the total charge: +1.

CARTESIAN COORDINATES (ANGSTROEM)
C: -4.71630 -0.96166 -3.40968
C: -3.23947 -1.43232 -3.79497
C: -2.40287 -1.94177 -2.53785
C: -1.83554 -0.63867 -1.81295
C: -0.58756 -0.93529 -0.85778
C: 0.59193 0.10272 -1.14114
C: 0.61121 1.33428 -0.17831
C: 0.49674 2.77039 -0.65210
C: 0.38739 2.94540 -2.22139
O: 1.40013 3.02593 -2.82224
O: -0.88734 3.02667 -2.77956
Cl: -2.09087 2.60310 -1.68161
C: 0.52535 3.94735 0.30600
C: 0.44048 5.42935 -0.18870
C: -0.71242 5.71098 -1.20469
C: -0.30144 5.99856 -2.63690
C: -1.26325 6.24747 -3.73820
C: -2.80259 6.20522 -3.42026
C: -3.19525 5.95356 -1.98860
C: -2.17028 5.69928 -0.89088
C: -2.67613 5.42179 0.56646
C: 0.67815 3.58802 1.76114
C: 0.77302 4.65942 2.90210
C: -0.39829 4.59570 3.96112
F: 2.00477 4.48268 3.61630
N: 0.78311 2.25012 2.18513
O: 0.91910 1.92164 3.49865
C: 0.76122 1.15182 1.29513
C: 0.92512 -0.31631 1.87034
C: -0.34829 -0.81537 2.68403
C: -0.60937 -2.37747 2.43015
C: -0.05713 -3.27883 3.60138
O: -0.79355 -3.01442 4.81512
C: -0.28165 -3.74892 5.87170
C: -0.30272 -3.16400 7.34412
O: 0.15991 -4.85204 5.68945
H: -4.85481 -0.78322 -2.30844
H: -5.40654 -1.78847 -3.76278
H: -5.00684 -0.03038 -3.98319
H: -3.30768 -2.25115 -4.57343
H: -2.69350 -0.57819 -4.29200
H: -3.06810 -2.55053 -1.85910
H: -1.49475 -2.54953 -2.84381
H: -1.53891 0.08817 -2.62703
H: -2.66595 -0.17307 -1.19822
H: -0.98258 -0.90080 0.19380
H: -0.18671 -1.96888 -1.06239
H: 1.58180 -0.43569 -0.98263
H: 0.56053 0.37006 -2.25511
H: 0.34445 6.18789 0.63974
H: 1.41642 5.68130 -0.70920
H: 0.79226 6.02811 -2.91176
H: -0.95397 6.47160 -4.83086
H: -3.61875 6.36380 -4.23378
H: -4.30284 5.92619 -1.78703
H: -3.80908 5.41521 0.51347
H: -2.40896 6.24662 1.28036
H: -2.31388 4.41479 0.90348
H: 0.82476 5.71547 2.51127
H: -0.88094 5.61525 4.05104
H: 0.06839 4.40906 4.97825
H: -1.14553 3.77761 3.79443
H: 0.00000 1.82233 3.81090
H: 1.77224 -0.24819 2.61528
H: 1.23559 -1.06095 1.09205
H: -1.28225 -0.21587 2.44796
H: -0.12773 -0.70832 3.78908
H: -1.70746 -2.56993 2.22454
H: -0.07251 -2.72183 1.49395
H: 1.05142 -3.13399 3.78720
H: -0.16122 -4.35707 3.26508
H: -1.35986 -3.04501 7.70381
H: 0.23346 -3.92124 7.99053
H: 0.30136 -2.20393 7.40703
Br: -0.84963 -5.42988 -0.20500
C: 0.87929 -6.32173 -0.28913
C: 1.94731 -5.48853 0.37177
Br: 2.50636 -4.00981 -0.77317
H: 1.08562 -6.53106 -1.33576
H: 0.74162 -7.26285 0.24400
H: 2.84928 -6.07874 0.53236
H: 1.63063 -5.05498 1.31779
Br: -2.62453 6.73244 -5.97474
C: -2.71698 6.91448 -7.91641
C: -2.16631 8.24296 -8.36917
Br: -3.43725 9.68288 -8.04367
H: -3.75558 6.75967 -8.20062
H: -2.11243 6.09556 -8.30672
H: -2.00567 8.24434 -9.44700
H: -1.24005 8.51737 -7.86923
Br: 1.80567 -8.73886 -2.57064
C: 1.58298 -8.55196 -4.49604
C: 2.15713 -7.24575 -4.96770
Br: 0.94351 -5.78052 -4.54109
H: 0.52253 -8.65615 -4.71433
H: 2.12120 -9.39599 -4.92646
H: 2.25201 -7.22978 -6.05329
H: 3.12215 -7.01404 -4.52262
Br: -4.15880 -1.89214 5.04352
C: -5.04933 -3.00833 3.71734
C: -4.07837 -3.49610 2.67404
Br: -3.64974 -2.08948 1.39409
H: -5.86563 -2.42043 3.30376
H: -5.45936 -3.84609 4.28067
H: -4.52221 -4.29453 2.07973
H: -3.13603 -3.84352 3.09243
Br: 4.42834 -0.25584 9.27216
C: 3.82924 -2.08243 8.95723
C: 4.06482 -2.49676 7.52771
Br: 2.73385 -1.71665 6.33592
H: 2.78295 -2.12847 9.25151
H: 4.42068 -2.69610 9.63612
H: 3.94764 -3.57477 7.41642
H: 5.04090 -2.20255 7.14926
Br: -2.44357 8.31063 -1.31611
C: -3.20337 10.10769 -1.17600
C: -4.63514 10.05295 -0.71222
Br: -5.82546 9.51267 -2.15785
H: -3.08305 10.58235 -2.14805
H: -2.58252 10.62642 -0.44431
H: -4.98075 11.04249 -0.41435
H: -4.79489 9.35632 0.10822
Br: 6.51251 0.06009 2.60448
C: 6.06091 1.93173 2.30738
C: 4.68874 2.25369 2.84213
Br: 3.28675 1.59200 1.65360
H: 6.16100 2.11719 1.24027
H: 6.82380 2.49647 2.84324
H: 4.53642 3.33248 2.88519
H: 4.49873 1.82631 3.82446
Br: 1.39240 0.20364 -4.10464
C: 0.81703 -1.62141 -4.48478
C: 0.96868 -1.96261 -5.96499
Br: -0.46790 -1.13991 -7.00802
H: -0.21167 -1.70322 -4.13677
H: 1.44444 -2.24452 -3.86876
H: 0.85951 -3.03475 -6.12456
H: 1.88689 -1.63787 -6.40200
Br: 3.20545 -2.21043 -4.99175
C: 4.99380 -2.99787 -5.04254
C: 5.99873 -2.12529 -4.33304
Br: 6.50069 -0.59355 -5.42681
H: 5.23590 -3.16844 -6.08966
H: 4.89480 -3.95850 -4.53567
H: 6.92787 -2.66919 -4.16275
H: 5.63478 -1.73394 -3.38550
Br: -0.71623 -8.20424 3.36722
C: -0.22776 -9.23665 4.94756
C: 0.94437 -8.61990 5.66634
Br: 2.61838 -8.99771 4.74351
H: -0.04014 -10.25499 4.61447
H: -1.11559 -9.22345 5.57935
H: 1.06047 -9.06001 6.65675
H: 0.87147 -7.53949 5.76140

Cartesian forces, eV/Å:
C 0.168 -0.479 -0.827
C -0.066 -0.287 0.092
C 0.144 1.205 -0.390
C -0.076 -0.795 0.281
C -0.597 0.472 -0.591
C -0.020 -0.132 1.006
C -0.085 2.929 1.661
C -0.398 -0.977 2.303
C -0.513 0.360 2.395
O -0.232 0.144 -0.951
O 1.369 -0.497 0.388
Cl -0.289 0.125 -0.231
C 0.338 -3.122 1.275
C -0.251 0.315 -0.369
C -1.840 0.193 -2.897
C -2.363 0.146 -0.006
C -1.223 -0.702 3.067
C 2.283 -1.244 3.170
C 2.647 -1.241 -2.072
C 0.882 -0.436 -1.795
C -0.651 0.271 -1.218
C 0.207 0.172 -1.533
C -0.123 0.110 0.634
C 0.528 0.328 0.719
F -1.017 -0.025 -0.986
N -2.276 0.018 -3.865
O -0.251 0.501 0.247
C -0.737 -0.398 -1.848
C -0.009 1.071 1.252
C -0.079 -0.773 0.032
C 0.484 0.031 0.473
C 0.106 -0.534 -1.744
O 1.095 0.047 0.982
C -0.232 -0.185 1.046
C 0.189 0.061 -0.618
O 0.200 0.172 -0.115
H 0.169 -0.187 -1.058
H 0.528 1.055 0.727
H 0.340 -1.008 0.744
H 0.045 0.880 0.870
H -0.416 -0.906 0.545
H 0.845 0.528 -0.633
H -1.253 0.402 0.270
H -0.317 -0.768 0.938
H 0.908 -0.352 -0.807
H 0.717 -0.106 -0.934
H -0.425 0.944 0.268
H -1.016 0.697 -0.236
H -0.172 0.032 2.584
H 0.110 -1.100 -0.590
H -1.078 -0.405 0.552
H -1.311 -0.068 0.493
H 0.301 -0.675 3.079
H 1.457 -0.471 2.664
H 1.455 0.084 0.124
H 1.308 -0.169 0.235
H 0.046 -0.824 -0.625
H -0.290 0.945 -0.067
H 0.000 -1.456 0.048
H 0.249 -1.364 -0.315
H -0.408 0.130 -1.247
H 0.493 0.941 -0.105
H 0.283 -0.116 0.151
H -0.939 -0.205 -0.936
H -0.444 1.066 0.472
H 1.027 -0.680 0.167
H -0.393 0.067 -1.172
H 2.020 0.174 0.712
H -0.522 0.410 0.949
H -1.169 0.116 -0.151
H -0.080 1.117 0.618
H 1.029 0.103 -0.370
H -0.759 0.757 -0.867
H -1.182 -1.078 -0.175
Br -0.039 0.082 -0.079
C -0.132 0.055 0.223
C 0.187 -0.114 -0.085
Br -0.075 0.135 0.047
H -0.048 0.177 0.155
H 0.060 0.074 0.027
H -0.075 0.006 -0.036
H -0.033 -0.051 -0.072
Br -1.136 0.799 -4.210
C 0.162 -0.099 0.129
C -0.207 0.134 -0.269
Br 0.103 -0.028 0.071
H 0.096 0.114 -0.040
H -0.009 0.084 -0.014
H -0.012 -0.047 0.070
H -0.087 -0.087 0.012
Br -0.049 -0.226 -0.137
C 0.206 -0.282 0.114
C -0.143 0.212 -0.318
Br 0.106 0.081 0.118
H 0.085 0.081 0.040
H 0.016 0.106 -0.016
H -0.044 -0.071 0.063
H -0.111 -0.053 0.045
Br -0.078 0.063 -0.085
C 0.074 -0.019 0.302
C -0.211 -0.075 -0.243
Br -0.952 0.183 -0.409
H 0.111 -0.064 -0.036
H 0.064 0.002 -0.090
H -0.003 0.066 0.042
H -0.041 0.050 0.079
Br -0.119 -0.047 -0.015
C 0.249 0.166 0.144
C -0.153 -0.264 -0.043
Br 0.249 0.150 -0.183
H 0.072 -0.025 -0.101
H -0.025 -0.017 -0.106
H -0.021 0.067 0.038
H -0.087 0.051 0.086
Br -0.376 2.875 0.770
C 0.585 0.051 0.243
C -0.151 0.199 -0.158
Br 0.039 -0.119 0.084
H -0.123 -0.008 0.093
H -0.156 0.085 -0.032
H 0.054 -0.048 -0.030
H 0.092 0.023 -0.085
Br -0.055 0.052 -0.102
C 0.217 -0.150 0.231
C 0.143 0.205 -0.219
Br 2.879 0.220 -0.037
H -0.090 0.006 0.091
H -0.105 0.004 -0.006
H -0.004 -0.072 -0.037
H 0.038 -0.043 -0.113
Br 0.147 0.124 -1.682
C -1.330 0.472 0.031
C -2.408 0.171 -0.408
Br -0.141 0.046 0.032
H -0.011 0.135 -0.320
H -0.683 -0.096 0.405
H 0.020 0.052 0.115
H -0.777 0.558 -0.761
Br 5.741 -1.719 0.707
C -0.154 0.017 0.250
C 0.331 -0.013 -0.180
Br -0.092 -0.003 0.101
H 0.069 0.084 0.107
H 0.043 0.076 0.017
H -0.083 -0.002 -0.019
H -0.057 -0.068 -0.098
Br 0.022 -0.041 -0.062
C -0.196 0.163 0.008
C 0.191 -0.157 0.101
Br -0.033 0.101 -0.010
H 0.063 0.107 0.035
H 0.088 0.033 -0.002
H -0.064 -0.024 -0.083
H -0.088 -0.026 -0.078

These are the Mulliken partial charges, in e, on atoms 1 to 4: -1.115 -0.379 -0.515 -0.496



Entry 2:
A structure of composition C47H42I2N3O7PPbS2, computed with ωB97M-V/def2-TZVPD.

The value obtained for the energy above the lowest of the compared OMol25 structures with the same formula, charge and spin is 15.4 kcal per mole. As for the total charge: -2.

CARTESIAN COORDINATES (ANGSTROEM)
Pb: 0.00315 0.00029 -0.22980
C: -6.97759 1.51125 0.49353
O: -6.82874 0.50452 1.47496
C: -5.64477 -0.18134 1.45520
C: -5.43376 -1.04575 2.54954
C: -4.23155 -1.69907 2.63682
C: -3.21335 -1.58274 1.66899
C: -1.91813 -2.20805 1.91538
C: -1.80645 -3.21738 3.05227
O: -0.87268 -1.96821 1.31560
C: -3.47354 -0.79189 0.48675
O: -2.69311 -0.71708 -0.50171
C: -4.71095 -0.05317 0.46522
H: -7.92268 2.00879 0.70554
H: -7.01208 1.08975 -0.51606
H: -6.16107 2.23701 0.53923
H: -6.19880 -1.13715 3.31045
H: -4.04698 -2.30135 3.51792
H: -2.66393 -3.88997 3.10506
H: -1.71544 -2.68646 4.00438
H: -0.89033 -3.78447 2.89958
H: -4.83542 0.62459 -0.36961
C: 1.90249 -4.03874 4.69402
C: 2.73411 -3.91004 3.59002
C: 2.90854 -2.66622 2.99648
C: 2.26255 -1.53356 3.49209
C: 1.41376 -1.67929 4.58806
C: 1.24340 -2.92010 5.18903
P: 2.58743 0.04848 2.59538
C: 3.79604 0.83858 3.74907
C: 4.58494 0.12261 4.64904
C: 5.58209 0.75379 5.38736
C: 5.81517 2.11213 5.23414
C: 5.04552 2.83598 4.32875
C: 4.05649 2.20507 3.59115
C: 1.07138 1.03781 2.91162
C: 0.92422 1.75479 4.10773
C: -0.20104 2.52911 4.34068
C: -1.18783 2.59857 3.36822
C: -1.04184 1.89199 2.18431
C: 0.07207 1.08460 1.91479
H: 1.74836 -5.00882 5.15255
H: 3.23382 -4.77707 3.17423
H: 3.53335 -2.56759 2.11310
H: 0.87278 -0.82483 4.97502
H: 0.58017 -3.01486 6.04135
H: 4.41046 -0.93883 4.78361
H: 6.17968 0.17696 6.08563
H: 6.59208 2.60439 5.80824
H: 5.22402 3.89673 4.19286
H: 3.45881 2.77536 2.88738
H: 1.70729 1.72724 4.85662
H: -0.29892 3.08387 5.26796
H: -2.06916 3.21254 3.52503
H: -1.82945 1.97881 1.44039
I: 3.00298 -4.67138 -0.50291
C: 3.55411 -2.79775 -1.26409
C: 4.58194 -2.71056 -2.19513
C: 4.90554 -1.49741 -2.75223
I: 6.49762 -1.44898 -4.13710
C: 4.19679 -0.32103 -2.41310
C: 4.42727 0.95952 -2.96341
C: 3.67181 2.02914 -2.57045
C: 2.65116 1.83730 -1.62921
N: 2.40999 0.65840 -1.10049
C: 3.15111 -0.41824 -1.45264
C: 2.78228 -1.69501 -0.82665
O: 1.86653 -1.77059 0.03623
H: 5.11743 -3.60372 -2.48656
H: 5.19866 1.07867 -3.71259
H: 3.84869 3.01284 -2.98606
H: 2.00625 2.65107 -1.30875
S: 1.22470 -2.11151 -4.13221
C: -0.23501 -2.92112 -3.95181
N: -0.54418 -3.94321 -4.80704
C: -1.73805 -4.77041 -4.75033
C: -2.85843 -3.97710 -4.10351
C: -2.35050 -3.40953 -2.79339
N: -1.15892 -2.60719 -3.04008
H: 0.23293 -4.23095 -5.37186
H: -1.55880 -5.69079 -4.18225
H: -2.00998 -5.05602 -5.76843
H: -3.72539 -4.61598 -3.93253
H: -3.15025 -3.15599 -4.76280
H: -2.11872 -4.22917 -2.10296
H: -3.07780 -2.76817 -2.30778
H: -0.95940 -1.88041 -2.36468
C: -1.98005 4.94961 -7.01121
C: -1.75455 4.67987 -5.54361
C: -2.80779 4.70698 -4.63743
C: -2.60171 4.41583 -3.29175
C: -1.32996 4.10128 -2.84165
C: -0.26391 4.08464 -3.73477
C: -0.47798 4.37350 -5.07136
S: -1.06359 3.61746 -1.13357
O: -0.08925 4.55028 -0.60228
O: -2.37333 3.65698 -0.51503
O: -0.51381 2.25582 -1.29012
H: -3.03943 5.10454 -7.22137
H: -1.63357 4.10774 -7.61573
H: -1.43510 5.83826 -7.34192
H: -3.80781 4.94335 -4.99040
H: -3.41465 4.41531 -2.57564
H: 0.72559 3.82900 -3.37070
H: 0.35401 4.34330 -5.76981

Cartesian forces, eV/Å:
Pb -0.189 -0.479 0.246
C -0.056 -0.012 0.018
O -0.115 0.171 -0.069
C 0.183 -0.083 -0.077
C -0.037 -0.057 0.103
C 0.013 0.056 -0.019
C 0.064 -0.030 0.000
C -0.060 -0.019 0.140
C 0.001 -0.067 0.008
O -0.187 0.127 -0.105
C 0.132 0.067 -0.008
O 0.189 -0.049 -0.021
C -0.037 0.023 -0.016
H 0.001 -0.007 0.015
H 0.004 -0.013 0.028
H -0.010 -0.020 0.011
H 0.052 0.024 -0.002
H -0.026 -0.018 -0.022
H 0.042 0.009 0.025
H -0.040 -0.024 -0.030
H 0.014 0.018 0.000
H 0.035 -0.099 0.018
C 0.014 0.053 -0.056
C 0.010 0.031 0.042
C 0.044 0.059 -0.077
C -0.010 -0.031 -0.131
C 0.053 -0.029 0.043
C -0.011 0.041 -0.013
P -0.067 -0.023 0.021
C 0.078 -0.055 -0.073
C -0.074 0.045 0.052
C -0.005 -0.009 -0.028
C -0.015 -0.020 -0.017
C -0.008 -0.017 -0.024
C 0.005 -0.016 0.025
C -0.136 0.090 0.059
C -0.040 -0.039 -0.086
C 0.018 0.000 -0.016
C -0.037 0.020 0.043
C -0.123 -0.290 -0.215
C 0.372 0.009 0.011
H 0.014 0.005 0.007
H -0.016 0.020 -0.013
H -0.088 -0.048 0.055
H 0.003 0.071 -0.043
H -0.015 -0.004 -0.009
H 0.013 0.024 0.003
H -0.030 0.009 -0.024
H -0.020 -0.012 -0.009
H -0.022 -0.017 -0.001
H 0.039 0.010 0.017
H -0.012 -0.041 0.033
H 0.011 -0.013 -0.007
H 0.036 -0.017 -0.029
H 0.023 0.036 -0.004
I 0.065 0.105 -0.054
C -0.230 -0.043 0.203
C -0.041 0.233 -0.049
C 0.234 -0.127 -0.188
I -0.135 0.000 0.101
C -0.201 0.057 0.190
C -0.004 -0.052 0.018
C 0.090 -0.017 -0.051
C -0.076 -0.091 0.143
N 0.111 -0.011 -0.011
C 0.060 0.072 -0.154
C 0.141 -0.023 0.148
O -0.062 0.120 -0.254
H 0.003 -0.002 0.015
H 0.043 0.010 0.011
H -0.034 0.009 0.003
H 0.018 -0.030 -0.029
S -0.072 -0.030 0.073
C 0.094 -0.005 -0.235
N -0.104 -0.015 0.186
C 0.078 0.115 0.005
C 0.032 0.070 -0.025
C 0.186 0.027 0.055
N -0.325 -0.121 0.246
H 0.059 0.032 -0.095
H 0.017 -0.014 0.029
H 0.024 -0.032 -0.028
H -0.014 0.003 -0.005
H -0.042 -0.023 0.009
H 0.008 0.017 0.039
H -0.089 0.117 0.076
H 0.164 0.058 -0.132
C 0.034 0.002 0.072
C -0.073 0.012 -0.021
C 0.038 -0.008 -0.006
C 0.109 0.030 0.033
C -0.117 -0.073 0.017
C 0.005 0.035 0.040
C 0.034 0.000 0.001
S 0.095 -0.185 -0.154
O 0.075 0.094 -0.054
O -0.015 0.017 0.012
O -0.107 0.360 0.097
H 0.024 0.002 -0.005
H -0.019 0.036 -0.005
H -0.018 -0.028 0.004
H 0.038 -0.018 0.017
H 0.020 -0.020 -0.058
H -0.065 -0.010 -0.050
H -0.031 -0.010 0.045

These are the Mulliken partial charges, in e, on atoms 1 to 4: 2.444 -0.745 -0.479 1.194



In the order shown, the computed lowest unoccupied orbital energy values come out to -3.568, 3.455 eV.
In the order shown, the computed frontier orbital gap values come out to 6.31, 5.71 eV.
In the order shown, the computed HOMO level values come out to -0.3631, -0.0828 Ha.